Entry 1:
DFT (ωB97M-V with the def2-TZVPD basis set) results for a molecular structure, C12H11AsBeBrNO6S.

energy	-6193.0045	hartree
E_LUMO	-0.2	eV
relative energy (zero: lowest compared OMol25 entry of this formula, charge and spin)	0.00	kJ/mol
spin multiplicity	1
HOMO energy	-8.6	eV
total charge	0

Structure (XYZ):
```
34
Properties=species:S:1:pos:R:3:forces:R:3:nbo_charge:R:1
Br 2.68462 2.89066 -0.71981 0.6 0.0 0.3 0.1565
As -0.25639 0.06180 3.12544 -0.1 -0.9 1.4 1.7418
S 0.84499 -1.17301 -0.42988 -1.8 -1.7 0.8 2.4121
O 0.81972 -1.70818 -1.74018 0.5 -0.2 -0.7 -0.9202
O 1.09726 -1.04604 2.50800 0.0 0.6 0.9 -0.8355
O 1.74787 -0.07981 -0.11126 1.0 1.0 0.2 -1.0462
O 0.06978 1.17943 1.91669 -0.2 1.3 -0.3 -1.3867
O -1.66853 -0.85429 2.54618 0.2 0.2 0.3 -1.0537
O -0.48079 -0.52438 -0.05399 -0.2 -0.4 -0.1 -1.1606
N 0.05388 2.07908 -0.71172 -0.7 -0.1 0.5 -0.6203
C -3.25602 3.02842 -2.32667 0.1 0.8 -1.1 -0.6379
C 0.46140 3.91604 -2.10782 0.1 0.7 0.0 -0.2567
C 1.59138 -4.82390 1.06589 0.1 -0.9 -0.7 -0.2567
C 1.54363 -3.35132 2.96178 -0.9 0.3 -1.3 -0.2775
C 0.90331 2.97167 -1.18123 -1.1 0.0 -1.0 0.1371
C 1.07351 -2.51690 0.71297 0.5 -0.3 0.2 -0.4373
C -0.87795 3.97820 -2.47935 0.0 0.2 -0.1 -0.1303
C -1.25277 2.14073 -1.07060 0.8 0.6 -0.1 0.0718
C 1.70401 -4.60447 2.44716 0.8 -1.1 -0.7 -0.1611
C -1.80343 3.05899 -1.94276 0.7 0.1 -0.1 -0.0421
C 1.32904 -3.78192 0.18699 -0.5 0.3 0.5 -0.1514
C 1.16267 -2.30311 2.10816 0.5 0.0 -0.9 0.3819
Be 0.29873 0.78592 0.50597 0.6 0.6 -0.8 1.6896
H -3.69112 4.04147 -2.36006 0.3 -0.3 -0.1 0.2273
H -3.89622 2.44905 -1.71066 -0.2 -0.6 1.0 0.2322
H -3.38385 2.58168 -3.32319 0.2 0.3 0.1 0.2333
H 1.71075 -5.83081 0.62265 0.1 0.7 0.5 0.2188
H 2.06695 -5.41321 3.11248 -0.6 0.5 -0.5 0.2192
H 1.63732 -3.23077 3.99690 0.2 0.6 1.3 0.2240
H -1.18677 4.77202 -3.19034 0.1 -0.7 0.5 0.2301
H -1.66395 -0.87710 1.58623 0.0 -0.2 -0.5 0.4976
H 1.26985 -3.87482 -0.88858 0.1 -0.4 0.0 0.2438
H -1.83979 1.41760 -0.57420 -0.8 -0.7 0.2 0.2172
H 1.18693 4.64128 -2.48119 -0.3 -0.3 0.0 0.2399
```
Forces are in eV/Å.

Entry 2:
DFT (ωB97M-V with the def2-TZVPD basis set) results for a molecular structure, C12H11Br13N3OP.

energy	-34506.9230	hartree
E_LUMO	-0.8	eV
spin multiplicity	1
HOMO energy	-8.4	eV
total charge	0

Structure (XYZ):
```
41
Properties=species:S:1:pos:R:3:forces:R:3:nbo_charge:R:1
Br 2.85087 -6.72525 -1.34788 0.0 -0.1 0.0 0.0901
Br -1.75265 -5.01733 1.20571 0.0 0.0 0.0 0.0859
Br 2.33921 7.71914 4.11701 -0.1 0.0 0.0 0.1000
Br 1.07271 -5.77396 2.46976 0.0 0.0 0.0 0.0916
Br 1.70996 -3.77331 -1.19074 -0.1 -0.5 -0.2 0.1105
Br 4.62165 -4.40439 -0.06711 -0.1 0.0 0.0 0.0988
Br -6.23177 0.06928 0.81658 0.0 0.0 0.0 0.0999
Br -0.71250 8.31599 3.42302 0.0 -0.1 0.0 0.1064
Br -0.76717 -8.05055 1.21386 0.0 0.1 0.0 0.0918
Br -3.43676 -1.19544 -0.03572 -0.6 -0.3 0.6 0.0913
Br 0.48589 5.40357 2.96649 0.0 -0.1 0.3 0.0881
Br -2.58884 3.73292 0.09615 0.3 0.0 0.2 -0.2875
Br -6.10839 -2.90928 -0.31174 0.0 0.0 0.0 0.0909
P -0.75749 4.15253 -1.18034 -0.2 0.3 -1.0 1.0993
O 0.03816 5.24249 -0.25070 -0.4 -0.7 0.2 -1.0030
N -1.51365 1.31152 -1.78236 0.2 -0.3 -0.1 -0.3580
N 2.68908 -0.76292 -0.43380 -0.8 -0.2 0.1 -0.8205
N 0.11645 -1.01202 -1.49421 -0.4 0.7 0.1 -0.3962
C -1.11233 -1.03723 -1.92673 -0.1 -0.5 -0.2 -0.0009
C 2.35248 1.61778 -0.31200 -0.2 0.3 -0.1 -0.2406
C 1.87270 0.37235 -0.63323 0.5 -0.1 0.2 0.1761
C 1.56377 2.77740 -0.48566 0.0 -0.9 0.0 -0.1637
C -1.93635 0.11062 -2.05313 0.4 0.3 -0.5 0.0091
C 0.55314 0.23580 -1.15883 0.7 -0.1 0.1 0.1209
C -0.23710 -6.20289 1.12782 0.0 0.0 0.0 -0.5046
C 0.85299 7.29689 2.97245 0.0 0.1 -0.1 -0.5002
C 0.28311 2.65646 -0.96918 -0.3 0.7 0.7 -0.4218
C 3.29445 -4.85398 -1.38414 0.0 0.0 0.1 -0.5018
C -0.23764 1.38407 -1.31025 0.0 0.3 -0.1 0.1142
C -5.19456 -1.54464 0.69109 0.0 0.0 0.1 -0.4997
H 0.23500 -6.05079 0.16667 0.0 0.0 0.0 0.2265
H -2.94712 -0.01090 -2.40776 -0.1 0.1 -0.2 0.2152
H 1.99890 3.73064 -0.22307 -0.2 0.1 0.0 0.2314
H 3.34956 1.72705 0.09142 0.1 -0.1 -0.1 0.2210
H 2.18934 -1.59871 -0.74278 0.3 0.5 0.0 0.3830
H -0.02016 4.95389 0.68016 0.3 0.4 -0.1 0.4904
H -5.06265 -1.92027 1.69558 0.0 0.0 0.0 0.2251
H 2.82112 -0.89641 0.56350 0.4 0.1 0.0 0.3745
H 3.71907 -4.63904 -2.35395 0.0 0.0 0.0 0.2286
H 1.13451 7.56757 1.96466 0.0 0.0 0.0 0.2316
H -1.52700 -1.99865 -2.20662 0.0 -0.1 0.0 0.2061
```
Forces are in eV/Å.

Entry 3:
DFT (ωB97M-V with the def2-TZVPD basis set) results for C12H11F3N4O6S3 in the gas phase.

energy	-2628.3648	hartree
E_LUMO	-0.8	eV
relative energy (zero: lowest compared OMol25 entry of this formula, charge and spin)	0.00	kJ/mol
spin multiplicity	1
HOMO energy	-9.5	eV
total charge	0

Structure (XYZ):
```
39
Properties=species:S:1:pos:R:3:forces:R:3:nbo_charge:R:1
S 3.25483 0.27086 -0.98918 0.3 0.5 -0.4 0.2436
S -2.77345 -0.02340 -2.97339 0.5 0.0 0.8 0.5397
S 0.42459 0.82819 0.84835 -0.2 -0.6 0.7 0.1933
F 3.67412 2.25692 0.60786 -0.3 0.7 -0.4 -0.3158
F 4.98677 2.20545 -1.09934 -1.2 0.2 0.0 -0.3210
F 2.89091 2.93934 -1.35764 1.1 -0.9 0.9 -0.3126
O -1.87816 -1.46896 0.36097 0.7 -1.5 3.4 -0.5387
O -0.89035 1.62221 -5.44129 0.6 -0.9 0.8 -0.3589
O 1.55921 -1.96724 4.58316 -1.3 1.3 0.4 -0.5968
O -0.33730 -1.04808 5.43034 0.7 1.4 -1.4 -0.6636
O -5.27717 -1.29950 -1.81186 0.4 0.7 -1.2 -0.6023
O 0.37139 -0.14215 -5.28105 -0.4 0.6 0.6 -0.3415
N -4.61709 -1.66955 0.24948 1.6 0.6 -0.2 -0.8002
N 2.24569 0.55734 3.34770 -0.1 -1.8 2.3 -0.8246
N -0.20269 0.82310 -4.80412 0.1 0.1 -1.8 0.5230
N -1.91630 -0.93471 -0.73277 1.2 1.3 -2.0 0.1305
C -4.34605 -1.26054 -1.02749 -2.1 -1.5 0.8 0.6138
C 0.30907 -0.42849 2.22166 -1.2 -0.4 0.1 -0.5071
C -0.80619 -0.33346 -1.34123 1.1 1.5 -1.7 0.0999
C 1.30875 0.88072 -2.81696 1.2 -1.3 2.5 -0.1390
C 0.85887 0.10853 3.55814 0.5 0.1 -0.3 -0.1596
C -1.10162 0.25570 -2.56248 0.1 -0.7 1.2 -0.1780
C -2.99459 -0.85062 -1.44549 -1.5 1.0 -2.0 -0.1107
C 3.68704 2.04278 -0.71500 0.5 -0.4 0.0 0.8592
C 0.73918 -1.05816 4.60703 1.5 -0.6 -1.3 0.7933
C -0.05974 1.08997 -3.34698 -1.4 -0.4 1.5 -0.1871
C 0.55363 -0.21023 -0.66719 -1.1 -0.4 0.6 -0.4091
C 1.59771 0.38951 -1.54887 -1.3 0.9 -3.5 -0.1542
H 2.12604 1.19200 -3.45250 0.1 0.1 0.0 0.2437
H 0.92239 -1.30324 1.93603 -0.4 0.4 0.1 0.2264
H -3.83465 -1.81702 0.85776 0.1 -0.1 0.4 0.4179
H -0.19611 -1.78696 5.99985 0.0 -1.2 0.9 0.4967
H 0.30131 0.97938 3.91629 -0.2 -0.2 -0.1 0.2156
H 2.85815 -0.21465 3.07246 -0.4 0.3 0.1 0.3709
H -5.51643 -2.08218 0.42608 0.0 0.1 -0.2 0.4119
H -0.30197 2.14667 -3.24438 -0.2 0.1 -0.1 0.2657
H 0.90212 -1.21158 -0.38945 -0.1 0.1 0.3 0.2657
H 2.23694 1.25273 2.66183 0.2 1.1 -1.2 0.3677
H -0.75887 -0.73070 2.36365 0.9 0.1 -0.5 0.2425
```
Forces are in eV/Å.

Entry 4:
DFT (ωB97M-V with the def2-TZVPD basis set) results for a molecular structure, C12H11FeN3OS2.

energy	-2763.4782	hartree
E_LUMO (alpha / beta)	-0.4 / -0.7	eV
spin multiplicity	5
HOMO energy (alpha / beta)	-7.5 / -7.7	eV
⟨S²⟩	6.016
total charge	0

Structure (XYZ):
```
30
Properties=species:S:1:pos:R:3:forces:R:3:mulliken_spin:R:1
Fe 0.96170 -0.76499 0.33026 -0.5 0.1 -0.1 3.7319
S 0.01610 -2.68285 -0.47084 -0.4 -0.1 0.1 0.1056
S 2.92211 -1.11351 -0.72737 0.4 0.3 0.1 0.0915
O 0.39362 -0.80123 2.55929 0.1 0.1 -0.5 0.0241
N 0.94608 -5.47898 -2.67224 0.0 0.1 0.0 0.0067
N -0.26331 0.87703 -0.52334 0.2 -0.1 0.6 0.0027
N 4.44003 -3.59368 -2.97757 -0.1 0.0 0.0 0.0018
C -1.80436 2.94676 -1.50786 0.1 -0.1 0.0 0.0030
C 1.14574 -4.49232 -2.11422 -0.1 -0.3 -0.2 -0.0117
C -1.32508 2.98132 -0.20864 -0.1 0.1 -0.1 0.0036
C -0.72987 0.84285 -1.77389 0.1 -0.2 -0.1 0.0094
C 1.35611 -3.26854 -1.41776 0.6 0.5 0.1 0.0102
C -1.49847 1.85643 -2.30873 -0.1 0.1 0.0 0.0020
C 3.58885 -3.17068 -2.32872 0.3 -0.1 -0.2 -0.0090
C -0.95810 -0.29666 2.51567 -0.2 0.2 0.1 -0.0090
C 2.55231 -2.62090 -1.52237 -0.8 -0.2 0.2 -0.0019
C -0.00187 1.91403 1.65833 -0.2 -0.1 0.0 0.0291
C -0.93370 1.21752 2.66544 0.2 -0.2 -0.1 0.0010
C -0.54743 1.93189 0.25773 0.0 0.0 0.0 -0.0148
H -1.85214 1.79529 -3.32754 0.0 0.0 0.0 0.0003
H 0.38924 -1.68569 2.94314 0.1 -0.1 -0.2 -0.0010
H -0.46928 -0.03722 -2.34938 0.0 0.0 0.0 0.0043
H 0.96229 1.39734 1.65182 0.1 0.2 0.1 0.0022
H -2.40398 3.75910 -1.89627 0.0 0.0 0.0 0.0000
H 0.18188 2.93437 1.99227 0.0 0.0 0.0 0.0023
H -0.60713 1.46880 3.67555 0.0 0.0 0.0 -0.0005
H -1.54255 3.82343 0.43497 0.0 0.0 0.0 0.0006
H -1.42383 -0.58751 1.56691 0.0 -0.1 0.0 0.0094
H -1.95657 1.58019 2.54626 0.0 0.0 0.0 0.0004
H -1.53839 -0.73157 3.32913 0.0 -0.1 0.0 0.0059
```
Forces are in eV/Å.

Entry 5:
DFT (ωB97M-V with the def2-TZVPD basis set) results for a molecular structure, C12H11IrN2O2STe4.

energy	-2298.0950	hartree
E_LUMO (alpha / beta)	-6.1 / -6.2	eV
relative energy (zero: lowest compared OMol25 entry of this formula, charge and spin)	438.44	kJ/mol
spin multiplicity	2
HOMO energy (alpha / beta)	-10.6 / -10.4	eV
⟨S²⟩	0.823
total charge	+1

Structure (XYZ):
```
33
Properties=species:S:1:pos:R:3:forces:R:3:mulliken_spin:R:1
Ir -2.21706 -1.60522 -1.31171 -1.2 -1.8 1.3 0.9503
Te -1.63397 0.02148 0.73572 -1.4 -2.4 0.1 -0.0305
Te -3.49743 -1.07594 2.28192 -0.2 -0.1 0.0 -0.0265
Te -4.36769 -3.40388 -1.43436 0.8 1.2 0.9 0.0266
Te -5.06509 -2.93964 1.14433 0.6 0.1 -0.6 0.0375
S 0.01578 0.43527 -1.71010 0.3 -1.5 0.0 -0.0051
O -1.42720 0.42917 -2.06141 0.6 0.7 -0.5 0.0171
O 0.93881 0.37314 -2.78252 0.5 0.3 -0.7 -0.0027
N -0.48913 -2.97439 -0.75481 -1.0 1.8 -0.5 0.0268
N 0.19250 -0.80872 -0.68840 0.5 2.6 0.2 0.0065
C 1.01030 -4.78975 -0.89446 -0.1 0.1 -0.1 -0.0029
C 1.44393 2.57545 1.33869 -0.1 -0.1 -0.2 -0.0057
C -0.26289 -4.28373 -0.73538 -0.1 -0.4 0.1 -0.0023
C 0.52982 -2.10620 -0.90920 0.6 -0.5 0.0 0.0050
C 1.83042 -2.54926 -1.16097 -0.4 0.0 0.0 -0.0004
C 0.52289 3.61360 1.48579 -0.1 -0.2 -0.2 0.0016
C 0.26762 1.78407 -0.59044 0.1 -0.1 -0.2 -0.0047
C 1.31611 1.66115 0.30665 0.3 0.1 0.1 0.0088
C 0.60873 4.55040 2.64372 0.1 0.1 0.0 0.0006
C -0.61117 2.85559 -0.51657 -0.1 0.2 -0.2 -0.0020
C 2.05487 -3.90822 -1.16437 0.0 -0.1 0.0 0.0027
C -0.47490 3.76791 0.51947 0.1 -0.2 -0.1 -0.0005
H 1.04256 5.49550 2.31959 0.0 0.1 0.0 0.0000
H 2.60722 -1.82665 -1.35217 0.1 0.0 0.0 0.0002
H -0.37818 4.75878 3.05190 0.0 0.0 0.0 -0.0001
H 2.25671 2.47167 2.04240 0.0 0.0 0.1 -0.0004
H 3.04578 -4.28451 -1.36415 0.1 -0.1 0.0 0.0000
H -1.39455 2.95227 -1.25683 -0.1 0.0 0.1 0.0014
H 1.23595 4.14091 3.42978 0.0 0.0 0.1 0.0000
H 2.00164 0.83560 0.18747 0.1 0.0 0.2 -0.0020
H -1.12187 -4.91802 -0.56186 0.0 0.0 -0.1 0.0009
H 1.17950 -5.85036 -0.82282 0.0 -0.1 -0.1 -0.0005
H -1.16001 4.60254 0.58512 0.0 0.0 0.0 0.0005
```
Forces are in eV/Å.

Entry 6:
DFT (ωB97M-V with the def2-TZVPD basis set) results for C12H11NO2 in the gas phase.

energy	-668.9173	hartree
E_LUMO	0.2	eV
relative energy (zero: lowest compared OMol25 entry of this formula, charge and spin)	391.69	kJ/mol
spin multiplicity	1
HOMO energy	-8.9	eV
SMILES	O=[N+]([O-])[C@]1(c2ccccc2)C=CC=CC1
total charge	0

Structure (XYZ):
```
26
Properties=species:S:1:pos:R:3:forces:R:3:nbo_charge:R:1
O 1.23496 2.85322 -0.48013 -0.3 0.1 0.5 -0.3838
O 0.47489 2.55179 1.52308 0.3 -0.4 -1.0 -0.3717
N 0.82747 2.14569 0.42331 1.1 0.9 0.6 0.5337
C 1.31792 0.30332 -1.18032 -1.1 -1.0 -0.1 -0.5208
C -3.55095 0.13516 0.09085 -2.5 -1.0 0.8 -0.2211
C -1.40473 -0.64151 0.91723 -0.9 -0.3 1.3 -0.2203
C 2.76997 -0.50109 1.18779 -3.4 1.2 -1.7 -0.1760
C -1.57792 1.36500 -0.32789 0.1 3.4 -3.7 -0.2314
C 3.28925 -0.72233 -0.20200 0.1 -0.3 0.8 -0.2633
C -2.93879 1.23410 -0.41887 -2.4 2.1 -3.3 -0.1906
C -2.80275 -0.76944 0.79870 0.9 -0.6 1.3 -0.1959
C 0.77278 0.62723 0.14909 -2.6 -0.3 4.0 0.0341
C 1.47391 -0.01360 1.36404 2.7 0.4 0.0 -0.2086
C 2.58138 -0.39521 -1.27700 1.7 -1.6 -1.0 -0.1183
C -0.85891 0.46365 0.32647 4.5 -1.5 -0.4 -0.0078
H 2.99466 -0.70697 -2.30385 -0.9 0.7 1.6 0.2212
H -4.68294 -0.08023 0.06723 1.9 0.8 -0.3 0.2222
H -3.60932 1.90064 -1.14236 1.8 -1.1 1.8 0.2204
H -1.00145 2.13928 -1.02872 -1.6 -1.4 1.9 0.2281
H -3.37098 -1.46676 1.39841 0.3 -0.6 -0.2 0.2145
H 4.22112 -1.25520 -0.37507 0.0 0.2 0.4 0.2176
H 3.36732 -0.69011 2.03239 0.6 -0.5 0.8 0.2172
H 1.45781 1.18481 -1.69224 0.1 2.3 -1.2 0.2792
H 0.51316 -0.15556 -1.70918 -0.4 -0.8 -0.7 0.2450
H -0.78149 -1.23609 1.61667 -0.6 0.0 -0.8 0.2322
H 1.08855 0.25775 2.39444 0.4 -0.6 -1.5 0.2442
```
Forces are in eV/Å.